1.
A molecular structure, C5H40NO14 in a non-equilibrium geometry, computed with ωB97M-V with the def2-TZVPD basis set.

Geometry (Å):
O: 1.82439 4.64436 0.51149
O: -0.99689 2.57614 -3.55618
O: 0.23020 -3.30790 1.51906
O: -2.72570 0.75337 -2.12000
H: 0.62047 0.85157 1.13482
H: -2.16804 -2.86117 -0.32155
H: 1.77276 0.17934 -1.86701
H: 2.27949 -2.29626 0.49082
O: -0.54467 -0.51201 -3.78916
H: 1.21781 -2.23237 2.93804
H: 1.88598 -4.05873 1.34391
H: -1.33340 -0.37160 3.29531
O: 2.55422 0.35104 -1.34553
H: -0.93534 3.66759 -3.48672
C: 0.08084 2.25434 -0.26821
O: -1.33772 -3.34282 -0.54641
C: -1.34321 0.74946 2.91091
H: 2.27050 -0.73946 -0.05353
H: -4.99014 0.91525 1.83778
H: 0.80082 2.83563 -2.10363
O: 2.67130 -3.80026 0.77595
H: 3.28384 -3.45532 1.55051
N: 1.05564 2.15027 -1.38944
H: -3.97795 0.37395 2.57708
H: 0.16771 -0.84836 -4.36862
O: -4.51987 -0.01747 1.88776
H: -0.18907 0.08370 -0.26976
H: -3.09861 1.30610 -2.85718
H: -0.75684 2.80804 -0.66476
H: -2.01248 1.25740 -1.76553
H: 3.02558 1.97751 -0.22790
H: 3.15540 2.37064 2.11556
H: -0.62619 -3.19335 1.87222
H: 1.05108 -1.70630 4.24591
H: 1.16695 -1.67823 -0.66369
O: 1.48568 -1.47478 3.49791
H: -0.51258 1.43392 3.10622
O: -3.27653 -1.79057 -0.22924
H: -2.19008 1.57785 0.97739
H: 0.17468 -1.34451 -2.09666
H: -1.47245 -3.93373 -1.27367
O: 1.72368 -1.33615 0.42364
H: 1.28157 4.77819 1.33976
H: 0.42587 -2.27355 1.36500
H: -0.13103 -2.62208 -1.16520
H: -0.79384 2.29483 -4.40648
H: -2.04563 -0.18916 1.00302
H: -3.42333 -1.12806 -0.83771
H: 1.24457 4.34507 -0.14995
C: -1.51619 0.76533 1.33992
C: -0.24009 0.83700 0.47241
H: 0.45057 2.96460 0.53618
H: -3.83410 -1.49660 0.55674
O: 2.54270 2.21268 2.84779
H: 3.15730 2.36460 -1.94171
H: -1.48214 -0.98681 -4.20768
C: 2.46012 1.89367 -1.18222
O: 0.60992 -2.17480 -1.65402
H: 2.75606 1.40433 3.33858
H: -2.17982 1.32823 3.40871

Calculated values
Energy above the lowest of the compared OMol25 structures with the same formula, charge and spin = 168.0 kcal per mole
Energy = -35979.8010 eV
Total charge = +1
HOMO-LUMO gap = 9.6 eV
LUMO energy = -0.09414 hartree

2.
15 unconnected molecules or ions with the total composition C5H41NO15 in a non-equilibrium geometry, computed with ωB97M-V with the def2-TZVPD basis set.

Geometry (Å):
H: 2.72693 -1.29678 2.19185
H: -0.09711 -0.81595 4.29025
H: -0.95817 -0.45119 0.10309
O: -0.69621 -1.64882 2.20232
H: -3.64543 -0.36444 0.06578
H: -0.21455 3.07880 -1.48727
H: -1.02956 -1.61461 -1.82996
O: 2.36366 -0.59262 -4.54717
H: 0.86583 2.24141 -2.44633
H: -1.22803 2.93085 3.72982
C: 3.00332 1.65425 -0.54116
H: -2.03188 -2.74753 -1.92565
C: -0.79041 0.65239 0.05162
H: -2.05582 2.32505 -2.52943
H: -1.60692 -1.51811 2.30849
H: 2.43398 0.31761 -4.89755
H: 1.68575 0.52791 0.60888
H: 1.14888 1.93528 3.79964
H: -0.39877 -0.77321 1.86433
O: -1.04141 -0.83593 -4.32815
O: -0.93544 -4.25775 -1.62773
H: -0.18111 -3.99936 -1.11792
H: 1.45308 -0.71140 -4.60287
N: 1.68346 1.35774 0.02388
O: -1.45358 2.90880 2.81230
C: 0.48390 1.07932 -0.75213
H: 1.96934 0.01796 2.73608
H: -2.96555 2.17640 1.49238
H: -0.66893 3.01003 2.31346
O: -3.52789 -1.25276 -0.06078
O: 0.65612 1.12596 3.59202
H: -1.73883 0.78843 -2.17790
H: -0.96093 -1.45671 5.19539
H: 1.20023 2.68687 1.65739
H: 3.85120 0.87830 -0.30852
H: 3.52906 -2.69856 0.20121
H: 2.43672 -3.74275 0.16792
O: -0.45766 -0.61845 5.09526
O: -3.51703 2.23750 0.76567
H: -1.11232 -5.15319 -1.71590
H: -1.94705 -0.75057 -4.49449
H: 1.27010 0.12339 -2.34477
O: 3.32817 -3.53903 0.23897
C: -0.04992 2.10253 -1.77771
H: -3.65743 3.18712 0.76219
O: 0.68349 -3.84069 0.36552
H: 3.42022 2.58816 -0.03777
H: 0.48528 -4.64645 0.99907
H: 0.27449 -3.28258 1.11321
C: -1.21747 1.63438 -2.65205
O: 0.69082 -0.08736 -1.50277
O: -2.00201 -1.72340 -2.07458
H: -0.70595 0.88573 1.25138
H: 0.57437 0.69282 4.41700
O: 2.45697 -0.41943 1.97485
O: 0.90083 3.61176 1.93036
H: -0.87629 1.28408 -3.66033
H: -1.68500 1.13427 -0.27796
H: 0.76137 3.97564 1.04280
H: 3.03771 2.12412 -1.45916
H: -0.92814 -1.01551 -3.36573
H: -2.99246 -1.41970 -0.82065

Calculated values
Energy above the lowest of the compared OMol25 structures with the same formula, charge and spin = 137.7 kcal per mole
Energy = -38050.0753 eV
HOMO-LUMO gap = 9.1 eV
LUMO energy = -0.00336 hartree

3.
A molecular structure, C5H4As2BrCuF20O in a non-equilibrium geometry, computed with ωB97M-V with the def2-TZVPD basis set.

Geometry (Å):
C: -2.37107 2.75435 0.98473
F: -1.33293 -1.73904 -1.78038
C: -0.07506 1.96057 -2.20148
H: -2.36675 0.62896 -1.73598
F: 1.90573 -1.50386 4.47183
As: 2.63606 -2.34594 3.10374
H: -2.04865 0.30037 -0.11302
O: -0.53172 1.32107 -0.99465
C: -1.92712 1.09188 -0.85250
F: -0.23408 3.29525 -1.99529
F: 1.10997 -2.21883 -2.57089
F: -4.08775 2.02473 -0.40330
Cu: 1.08349 0.48208 1.03690
F: 1.60018 -3.39557 -0.48827
F: 4.23109 -1.82541 3.80027
F: -2.63535 3.41777 -1.29670
As: 0.12835 -2.61384 -1.18417
F: 2.14553 1.27981 -1.30694
F: -3.00229 3.81397 1.44850
F: -1.03050 2.95332 1.08854
F: -0.29923 -4.21335 -1.85167
H: -2.60000 2.00214 1.73963
F: -0.73908 -3.17164 0.32335
F: 2.63036 -0.87545 2.05855
F: 2.07043 1.98338 -3.38164
F: -0.89155 1.65557 -3.21289
H: 1.21263 0.40416 -2.81250
F: 0.56890 -1.06976 -0.35015
C: 1.40635 1.40060 -2.41543
F: 3.54734 -3.33576 1.92314
Br: -0.98309 -0.20931 2.73094
C: -2.78350 2.38614 -0.41168
F: 1.02053 -2.85919 2.46791
F: 2.64292 -3.77912 4.18155

Calculated values
Energy above the lowest of the compared OMol25 structures with the same formula, charge and spin = 36.5 kcal per mole
Energy = -298016.2470 eV
Total charge = -2
HOMO-LUMO gap = 7.3 eV
LUMO energy = 0.16672 hartree

4.
A molecular structure, C5H4BeO7 in a non-equilibrium geometry, computed with ωB97M-V with the def2-TZVPD basis set.

Geometry (Å):
O: -0.92169 0.17400 2.27286
C: 0.16145 1.10557 2.38040
O: 0.96106 0.88546 3.35764
O: -0.51002 2.39492 2.39888
H: -2.47869 2.35224 3.03546
C: 2.64987 -0.44627 -0.04960
Be: 2.05879 2.07528 -0.52562
H: -2.21380 2.98774 1.38114
H: -2.91657 0.30604 1.80853
H: -1.80142 0.77651 0.48866
O: 3.13905 0.50438 -0.69670
C: -1.97007 0.81037 1.58058
O: 1.25001 2.06117 0.40881
O: 2.95513 -1.61493 -0.00694
O: 1.58984 -0.12061 0.88689
C: -1.88675 2.23678 2.11289
C: 1.02461 1.05529 1.07882

Calculated values
Energy above the lowest of the compared OMol25 structures with the same formula, charge and spin = 86.5 kcal per mole
Energy = -19981.6595 eV
Total charge = -1
2S+1 = 2
HOMO-LUMO gap (spin up / spin down) = 2.7 / 5.1 eV
LUMO energy (spin up / spin down) = 0.04306 / 0.04547 hartree

5.
C5H4BrNO3 in the gas phase in a non-equilibrium geometry, computed with ωB97M-V with the def2-TZVPD basis set.

Geometry (Å):
C: -1.02984 -0.17015 2.04143
O: 0.71230 -0.96532 0.87478
C: -0.91241 0.55494 0.82457
C: 0.79401 0.37842 -1.13745
O: -0.86457 -0.22359 -2.77668
Br: 0.79768 2.29353 -1.40632
C: 0.02151 -1.04236 2.06305
N: 0.28838 -0.11235 -2.40107
C: 0.20219 0.00489 0.18871
O: 1.19182 -0.27448 -3.19841
H: -1.50736 1.43223 0.76367
H: 0.11132 -1.98264 2.58279
H: -1.65444 0.11250 2.86526
H: 1.84941 -0.00563 -1.28434

Calculated values
SMILES = O=[N+]([O-])[C@@H](Br)c1ccco1
Energy above the lowest of the compared OMol25 structures with the same formula, charge and spin = 8.6 kcal per mole
Energy = -82920.1154 eV
HOMO-LUMO gap = 8.8 eV
LUMO energy = -0.02190 hartree

6.
A molecular structure, C5H4CeO in a non-equilibrium geometry, computed with ωB97M-V with the def2-TZVPD basis set.

Geometry (Å):
H: -2.35056 -0.74063 0.85168
H: -1.85662 1.42146 -0.71930
Ce: 6.07086 0.53909 0.28644
H: -1.99642 -1.14807 -1.18425
C: 2.15602 -0.29587 0.02141
C: -1.68884 -0.77736 -0.20216
H: -2.38915 1.08846 0.92582
O: 3.34846 -0.38455 0.04834
C: -0.41076 -0.17133 -0.11366
C: -1.78167 0.70291 0.10313
C: 0.89868 -0.23410 -0.01745

Calculated values
Energy = -20200.9093 eV
Total charge = +2
2S+1 = 3
HOMO-LUMO gap (spin up / spin down) = 5.2 / 5.2 eV
LUMO energy (spin up / spin down) = -0.34493 / -0.34543 hartree

7.
C5H4Cl2FNS in the gas phase in a non-equilibrium geometry, computed with ωB97M-V with the def2-TZVPD basis set.

Geometry (Å):
H: -0.92873 -0.08503 -0.02047
F: 1.59752 -2.55354 2.29381
C: 0.06192 -0.27824 0.02248
C: 0.94506 -0.12767 1.09928
N: 0.77705 -0.32490 -1.08198
Cl: -0.95119 -3.02689 1.99877
C: 2.13855 -0.31511 -0.78357
C: 0.38897 -2.35158 2.91233
H: 3.08204 -0.00162 1.24839
Cl: 0.31829 -2.76610 4.53605
S: 0.42796 -0.13037 2.81940
H: 2.84952 -0.07892 -1.53584
H: 0.32714 -0.47542 -1.96678
C: 2.28160 -0.14392 0.61551

Calculated values
Energy = -45332.8633 eV
2S+1 = 3
HOMO-LUMO gap (spin up / spin down) = 6.8 / 5.8 eV
LUMO energy (spin up / spin down) = 0.02437 / -0.09797 hartree

8.
C5H4ClFO in the gas phase in a non-equilibrium geometry, computed with ωB97M-V with the def2-TZVPD basis set.

Geometry (Å):
C: 0.69937 -1.27819 -0.72959
C: 0.15007 -0.16940 0.09241
H: -1.54131 -1.37796 0.77083
O: 0.97949 -1.11367 0.65840
F: -1.42918 0.27634 1.76880
C: 1.07195 2.29738 -0.06086
C: 0.64901 1.16842 0.02516
H: 0.09639 -2.09898 -1.02196
H: 1.56065 3.23606 -0.05729
C: -1.27024 -0.32699 0.58596
Cl: -2.41976 0.34349 -0.58188
H: 1.45357 -0.95649 -1.44998

Calculated values
SMILES = C#C[C@@]1([C@@H](F)Cl)CO1
Energy above the lowest of the compared OMol25 structures with the same formula, charge and spin = 60.6 kcal per mole
Energy = -22533.8607 eV
HOMO-LUMO gap = 11.2 eV
LUMO energy = 0.03045 hartree

9.
C5H4ClN in the gas phase in a non-equilibrium geometry, computed with ωB97M-V with the def2-TZVPD basis set.

Geometry (Å):
Cl: -2.10418 -0.12874 -0.02139
C: -0.26234 1.86800 -0.03874
H: -1.04984 -1.89201 -0.06341
C: -0.40185 0.51823 0.09168
C: 0.12073 -1.81723 -0.06061
H: 0.95480 -2.71787 0.18985
H: 0.79370 2.22065 0.26349
H: -1.17427 2.64097 -0.12479
C: 0.65368 -0.51030 0.10855
N: 3.27184 0.18504 -0.06406
C: 2.11374 0.04824 -0.00973

Calculated values
SMILES = C=C(Cl)C(=C)C#N
Energy above the lowest of the compared OMol25 structures with the same formula, charge and spin = 52.1 kcal per mole
Energy = -19258.6129 eV
HOMO-LUMO gap = 9.1 eV
LUMO energy = -0.02155 hartree

10.
C5H4ClNO in the gas phase in a non-equilibrium geometry, computed with ωB97M-V with the def2-TZVPD basis set.

Geometry (Å):
O: 2.05089 -0.05227 -0.58544
C: -2.48133 -0.55882 0.16067
H: -3.32595 -1.16979 0.00028
H: 0.80020 0.00893 2.30701
Cl: 0.02171 2.42170 0.03346
H: 0.38144 -1.25702 -1.19687
N: 2.02002 -0.18705 0.82151
C: -0.11542 0.54202 0.13725
C: -1.39697 0.03137 0.11092
C: 0.85704 0.02960 1.23993
H: 0.47683 0.33609 -1.98846
C: 0.71154 -0.14477 -1.04026

Calculated values
SMILES = C#C[C@@]1(Cl)C=NOC1
Energy above the lowest of the compared OMol25 structures with the same formula, charge and spin = 102.7 kcal per mole
Energy = -21305.2406 eV
HOMO-LUMO gap = 10.2 eV
LUMO energy = 0.00351 hartree